Record 1
Below is C41H38N5O5Sr as an isolated structure, with properties calculated with wB97M-V/def2-TZVPD.

Results
- energy above the lowest of the compared OMol25 structures with the same formula, charge and spin (kcal per mole) = 13.9
- E_HOMO (eV) = -4.54

```
! RIJCOSX wB97M-V def2-TZVPD def2/J DEFGRID3
* xyz -1 1
Sr -1.1874 1.6517 0.1320
C 1.4035 -6.4973 -2.7888
O 1.4979 -5.1655 -2.3355
C 2.3631 -4.9083 -1.3073
C 3.2417 -5.8318 -0.7732
C 4.0665 -5.4722 0.2913
C 3.9837 -4.1991 0.8182
C 3.0935 -3.2704 0.2884
C 2.2881 -3.5996 -0.7932
N 1.3744 -2.7403 -1.4057
C 1.0894 -1.4292 -0.9885
N 2.2090 -0.6680 -0.9020
C 2.5016 0.4855 -0.1125
C 1.5229 1.3018 0.4492
C 2.0366 2.3629 1.2228
C 3.3901 2.6313 1.3972
C 4.3264 1.8026 0.7904
C 3.8741 0.7248 0.0467
O 4.7632 -0.1340 -0.6005
C 5.7744 -0.6804 0.2255
N -0.1194 -1.0195 -0.7917
C -1.1073 -2.0338 -0.7585
C -2.0445 -2.1384 -1.7812
C -2.9968 -3.1481 -1.7870
C -3.0313 -4.0719 -0.7548
C -2.1078 -3.9775 0.2774
C -1.1522 -2.9726 0.2833
O -0.1928 -3.0118 1.2666
C -0.1699 -1.9070 2.1741
H 0.6229 -6.5063 -3.5450
H 1.1283 -7.1731 -1.9742
H 2.3437 -6.8342 -3.2354
H 3.2916 -6.8335 -1.1757
H 4.7546 -6.1980 0.7042
H 4.6009 -3.9150 1.6609
H 3.0124 -2.2895 0.7349
H 0.5968 -3.2190 -1.8354
H 3.0351 -1.1062 -1.2772
H 1.3409 3.0581 1.7061
H 3.7164 3.4883 1.9827
H 5.3892 1.9885 0.8836
H 6.5509 0.0548 0.4541
H 6.2203 -1.5102 -0.3214
H 5.3524 -1.0494 1.1648
H -2.0222 -1.3935 -2.5663
H -3.7226 -3.1965 -2.5891
H -3.7809 -4.8531 -0.7417
H -2.1025 -4.6856 1.0967
H 0.4987 -2.2016 2.9817
H -1.1697 -1.7101 2.5614
H 0.2180 -1.0051 1.6957
C 0.8449 4.6697 -1.0178
N -0.4479 4.2122 -0.5360
C -1.4211 5.0656 -0.5647
C -2.7422 4.7746 -0.1114
C -3.8858 5.5849 -0.1778
C -4.9357 4.8005 0.2973
C -4.3705 3.5552 0.6227
N -3.0551 3.5307 0.3831
C 1.6492 5.4602 -0.0069
C 1.1448 5.8271 1.2331
C 1.9266 6.5493 2.1282
C 3.2204 6.9149 1.7949
C 3.7335 6.5496 0.5552
C 2.9534 5.8288 -0.3324
H 0.7388 5.2774 -1.9286
H 1.4407 3.7935 -1.2853
H -1.2527 6.0754 -0.9616
H -3.9268 6.6066 -0.5273
H -5.9723 5.0840 0.4008
H -4.8751 2.6843 1.0207
H 0.1383 5.5381 1.5054
H 1.5179 6.8219 3.0935
H 3.8282 7.4752 2.4943
H 4.7464 6.8219 0.2845
H 3.3636 5.5286 -1.2910
O -2.7854 0.1012 1.2349
C -3.4385 -0.0406 0.1617
O -3.1088 0.4736 -0.9358
C -4.6729 -0.9057 0.1964
C -4.9747 -1.6491 1.3297
C -6.0825 -2.4840 1.3410
C -6.8982 -2.5696 0.2206
C -6.6053 -1.8170 -0.9100
C -5.4923 -0.9901 -0.9223
H -4.3199 -1.5671 2.1870
H -6.3098 -3.0711 2.2226
H -7.7642 -3.2209 0.2288
H -7.2442 -1.8799 -1.7826
H -5.2304 -0.4039 -1.7931
*
```

Record 2
Below is C38H39AsCrGeN3O3S as an isolated structure, with properties calculated with wB97M-V/def2-TZVPD.

Results
- energy above the lowest of the compared OMol25 structures with the same formula, charge and spin (kcal per mole) = 0.0
- E_HOMO (alpha / beta) (eV) = -14.08 / -14.06

```
! RIJCOSX wB97M-V def2-TZVPD def2/J DEFGRID3
* xyz 2 2
Cr -0.0481 0.6656 -0.0669
S 0.5358 -1.6395 -0.1037
C 0.0961 -2.3084 1.5005
C -0.0777 -3.6812 1.6158
C -0.3626 -4.2284 2.8577
C -0.4570 -3.4137 3.9764
C -0.2589 -2.0455 3.8592
C 0.0231 -1.4806 2.6198
As 0.2720 0.4176 2.3670
C -0.9740 1.3005 3.5540
C -2.1058 1.9376 3.0568
C -2.9740 2.5986 3.9141
C -2.7128 2.6209 5.2749
C -1.5806 1.9937 5.7766
C -0.7057 1.3415 4.9216
C 1.9412 0.9383 3.1650
C 2.7590 0.0285 3.8202
C 3.9345 0.4741 4.4082
C 4.2912 1.8114 4.3301
C 3.4720 2.7170 3.6698
C 2.2912 2.2816 3.0883
H 0.0108 -4.3161 0.7449
H -0.5040 -5.2936 2.9495
H -0.6754 -3.8431 4.9423
H -0.3330 -1.4161 4.7407
H -2.3334 1.8986 1.9948
H -3.8504 3.0934 3.5232
H -3.3875 3.1314 5.9457
H -1.3709 2.0240 6.8354
H 0.1996 0.8930 5.3219
H 2.5000 -1.0237 3.8578
H 4.5734 -0.2261 4.9248
H 5.2078 2.1506 4.7880
H 3.7469 3.7613 3.6185
H 1.6350 3.0029 2.6003
C 3.9938 3.2420 -0.4489
C 4.8534 1.9976 -0.3267
C 4.2413 0.6862 -0.8848
C 5.2578 -0.4577 -0.7448
C 4.7606 -1.7869 -1.2893
C 3.9447 0.9084 -2.3591
O 4.7744 0.9490 -3.2136
N 2.5810 1.0350 -2.7217
C 1.5762 1.0379 -1.8373
O 0.3580 1.0671 -2.1465
N 1.8085 0.9590 -0.5026
C 3.0049 0.3693 -0.0693
O 2.9891 -0.3149 0.9159
H 4.5493 4.1001 -0.0784
H 3.0770 3.1670 0.1394
H 3.7295 3.4568 -1.4841
H 5.1025 1.8061 0.7191
H 5.7917 2.1399 -0.8642
H 5.5043 -0.5493 0.3138
H 6.1630 -0.1502 -1.2718
H 3.8616 -2.1274 -0.7687
H 5.5231 -2.5495 -1.1565
H 4.5517 -1.7275 -2.3556
H 2.3674 1.0993 -3.7130
Ge -1.3350 -1.7626 -1.4427
C -2.3242 -0.2854 -0.6081
C -2.7806 0.7876 -1.3931
C -3.8337 1.5795 -0.9622
C -4.4748 1.2811 0.2334
C -4.0435 0.2250 1.0261
C -2.9685 -0.5435 0.6191
C -2.0535 -3.5333 -1.5252
C -2.8547 -4.0939 -0.5306
C -3.3114 -5.3936 -0.6649
C -2.9714 -6.1345 -1.7887
C -2.1805 -5.5803 -2.7817
C -1.7208 -4.2791 -2.6550
H -0.7409 -1.3061 -2.7714
H -2.3167 0.9799 -2.3553
H -4.1837 2.3969 -1.5741
H -5.3216 1.8719 0.5459
H -4.5445 0.0060 1.9560
H -2.6324 -1.3655 1.2464
H -3.1335 -3.5220 0.3458
H -3.9371 -5.8281 0.1000
H -3.3329 -7.1456 -1.8930
H -1.9260 -6.1572 -3.6572
H -1.1077 -3.8524 -3.4401
N -0.6489 2.6935 -0.0883
H 0.0930 3.2821 0.2995
H -1.5057 2.9410 0.4079
H -0.7696 2.9650 -1.0673
*
```